No. 1
The following is a DFT calculation (wB97M-V/def2-TZVPD) of the molecule C5H8S in a non-equilibrium geometry.

Each line ends with the Mulliken charge.
Cartesian coordinates (Å):
C (-1.964, 0.061, -0.256)  -0.594
C (-1.182, -1.092, 0.416)  -0.455
C (0.541, 1.063, 0.375)  -0.291
C (1.604, 0.401, -0.522)  -0.412
C (-0.632, 0.204, 0.516)  0.069
S (3.026, -0.267, 0.282)  -0.181
H (-2.094, 0.218, -1.297)  0.277
H (-2.908, 0.379, 0.301)  0.185
H (-1.652, -1.522, 1.347)  0.161
H (-0.761, -1.833, -0.160)  0.282
H (1.124, 1.172, 1.335)  0.282
H (0.144, 2.128, -0.017)  0.221
H (1.292, -0.019, -1.576)  0.332
H (3.462, -0.894, -0.745)  0.123

Atomic forces in eV per Å
0.0 0.4 3.2
-2.0 -0.2 1.9
1.2 1.5 -0.5
-1.2 -0.5 -1.6
-1.7 1.5 -1.1
-1.5 1.1 0.9
0.5 -0.2 -0.9
1.4 -0.4 -0.6
0.4 0.4 -0.9
1.1 -1.6 -1.4
-1.0 0.4 -0.5
1.3 -2.3 0.9
0.8 0.8 2.3
0.7 -0.9 -1.4

Results
Kohn-Sham gap (spin up / spin down), eV: 8.1 / 7.8
2S+1: 1

---

No. 2
The following is a DFT calculation (wB97M-V/def2-TZVPD) of a cluster of 2 separate species, C6H15NO in total in a non-equilibrium geometry.

Each line ends with the Mulliken spin population.
Cartesian coordinates (Å):
C (-1.014, -0.936, -1.035)  0.023
C (0.456, -1.004, -0.468)  0.013
C (0.791, -0.011, 0.663)  0.104
C (-1.071, 1.414, 1.546)  0.497
C (-0.307, 0.274, 1.595)  0.212
C (-0.460, -0.671, 2.730)  0.010
N (-1.082, 0.368, -1.768)  0.017
H (-1.199, -1.663, -1.885)  0.001
H (-1.754, -1.200, -0.249)  0.004
H (0.460, -2.075, -0.161)  0.001
H (1.170, -1.014, -1.310)  -0.002
H (1.087, 0.867, -0.020)  0.004
H (1.740, -0.222, 1.194)  0.016
H (-1.025, 2.151, 0.690)  0.024
H (-1.936, 1.637, 2.123)  0.012
H (-1.560, -0.784, 2.913)  0.015
H (-0.028, -0.171, 3.632)  0.044
H (0.043, -1.669, 2.661)  0.001
H (-1.914, 0.893, -1.441)  0.002
H (-1.301, 0.142, -2.750)  0.001
H (1.391, 0.567, -2.246)  0.001
H (3.005, 0.278, -1.866)  0.000
O (2.341, 0.657, -2.444)  0.000

Atomic forces in eV per Å
1.4 0.3 -1.7
-1.7 -3.8 -0.4
1.2 2.2 -2.4
-1.2 2.3 -2.6
2.0 -2.0 0.9
-0.7 -0.3 0.3
-1.9 0.1 0.5
0.7 0.1 1.5
0.2 0.8 -0.4
0.5 0.6 0.6
-0.3 0.5 0.7
-0.8 -0.4 1.4
-0.7 -0.6 0.0
0.7 -1.0 0.9
-0.4 -0.3 1.1
0.8 0.0 0.2
-0.4 -0.1 -0.3
-0.4 1.0 -0.4
0.7 -0.2 -0.5
0.2 0.4 0.6
1.0 -0.2 0.4
-0.7 -0.2 0.4
-0.3 0.7 -1.0

Results
Kohn-Sham gap (spin up / spin down), eV: 9.1 / 5.1
2S+1: 2
Net charge: +1

---

No. 3
The following is a DFT calculation (wB97M-V/def2-TZVPD) of a structure of composition C39H38BrN7O2Ru.

Each line ends with the Mulliken spin population.
Cartesian coordinates (Å):
Ru (-0.754, 0.044, -1.456)  2.384
O (-0.984, -2.124, 0.153)  0.029
C (-1.250, -3.267, -0.616)  -0.008
C (-1.171, -3.014, -2.105)  0.023
C (-1.224, -4.117, -2.949)  0.000
C (-1.218, -3.942, -4.316)  0.003
C (-1.169, -2.650, -4.821)  0.003
C (-1.114, -1.603, -3.933)  0.035
N (-1.092, -1.768, -2.595)  -0.075
H (-1.777, -1.874, 0.647)  -0.008
H (-2.244, -3.664, -0.394)  0.000
H (-0.532, -4.047, -0.365)  0.000
H (-1.278, -5.109, -2.514)  0.000
H (-1.258, -4.797, -4.981)  0.000
H (-1.179, -2.456, -5.884)  0.000
H (-1.089, -0.584, -4.284)  -0.039
Br (-7.208, -2.392, 2.102)  0.004
C (-5.668, -1.440, 1.567)  0.064
C (-5.206, -0.380, 2.329)  -0.032
C (-4.073, 0.318, 1.943)  0.103
C (-3.363, -0.029, 0.782)  -0.128
C (-3.871, -1.095, 0.024)  0.091
C (-5.007, -1.796, 0.406)  -0.039
N (-2.201, 0.616, 0.350)  0.303
C (-1.863, 1.821, 0.810)  0.155
C (-0.769, 2.502, 0.261)  0.175
C (-0.347, 3.775, 0.721)  0.061
C (0.757, 4.368, 0.190)  0.042
C (1.488, 3.701, -0.824)  0.135
C (1.040, 2.485, -1.244)  -0.034
N (-0.071, 1.890, -0.752)  0.083
H (-5.732, -0.099, 3.233)  -0.001
H (-3.730, 1.126, 2.574)  0.005
H (-3.410, -1.307, -0.933)  0.040
H (-5.391, -2.601, -0.210)  -0.001
H (-2.442, 2.329, 1.573)  0.051
H (-0.919, 4.251, 1.509)  -0.003
H (1.082, 5.339, 0.546)  0.004
H (2.384, 4.126, -1.254)  0.007
H (1.573, 1.943, -2.016)  0.003
C (7.297, -2.055, 7.093)  0.000
C (6.276, -1.265, 6.314)  0.000
C (6.306, 0.125, 6.274)  0.000
C (5.372, 0.848, 5.546)  0.000
C (4.364, 0.193, 4.851)  0.000
N (3.410, 0.984, 4.156)  0.000
C (2.784, 0.781, 2.956)  0.005
O (1.869, 1.487, 2.578)  0.003
N (3.296, -0.267, 2.198)  -0.003
C (2.858, -0.622, 0.922)  -0.008
C (3.683, -1.376, 0.095)  0.010
C (3.238, -1.734, -1.164)  0.012
C (1.985, -1.334, -1.578)  0.009
N (1.180, -0.619, -0.779)  -0.067
C (1.597, -0.280, 0.444)  0.014
C (4.300, -1.196, 4.905)  0.000
C (5.257, -1.906, 5.618)  0.000
H (8.007, -1.398, 7.593)  0.000
H (7.860, -2.723, 6.437)  0.000
H (6.816, -2.674, 7.853)  0.000
H (7.081, 0.658, 6.813)  0.000
H (5.427, 1.931, 5.513)  0.000
H (3.137, 1.852, 4.586)  0.000
H (4.181, -0.644, 2.492)  0.000
H (4.668, -1.673, 0.437)  0.000
H (3.863, -2.314, -1.830)  0.000
H (1.624, -1.574, -2.567)  -0.010
H (0.914, 0.276, 1.061)  -0.016
H (3.484, -1.729, 4.432)  0.000
H (5.189, -2.990, 5.652)  0.000
C (-0.388, 2.397, -4.127)  0.009
C (-1.885, 2.348, -4.284)  0.174
C (-2.492, 3.119, -5.253)  -0.111
C (-3.875, 3.142, -5.407)  0.215
C (-4.683, 2.370, -4.574)  -0.106
C (-4.144, 1.576, -3.588)  0.172
C (-5.017, 0.751, -2.688)  0.067
C (-2.713, 1.545, -3.416)  -0.008
N (-2.197, 0.783, -2.459)  1.171
H (0.092, 2.617, -5.081)  0.005
H (0.017, 1.460, -3.754)  -0.004
H (-0.094, 3.173, -3.418)  0.018
H (-1.869, 3.724, -5.904)  0.003
H (-4.323, 3.760, -6.175)  0.008
H (-5.759, 2.390, -4.697)  0.002
H (-6.065, 0.845, -2.973)  0.001
H (-4.911, 1.061, -1.646)  -0.002
H (-4.740, -0.304, -2.732)  -0.001

Atomic forces in eV per Å
-0.4 0.3 0.2
0.0 0.1 0.0
0.0 0.1 -0.1
0.0 0.1 -0.1
0.0 -0.1 0.0
0.0 -0.1 -0.1
0.0 0.0 -0.1
0.0 0.0 0.0
0.1 -0.1 0.1
0.0 0.0 0.0
-0.1 0.0 0.0
0.1 -0.1 0.0
0.0 0.1 0.0
0.0 0.1 0.1
0.0 0.0 0.0
0.0 0.1 0.0
0.0 0.0 0.0
0.0 0.0 0.0
0.1 0.1 0.0
0.0 -0.1 0.1
0.1 0.1 0.1
0.0 0.0 -0.1
0.1 0.0 -0.1
0.1 -0.1 -0.1
-0.1 -0.1 0.0
0.0 -0.1 0.0
0.0 0.1 0.0
0.0 0.1 0.0
0.0 0.1 0.1
-0.1 -0.1 0.1
0.1 0.0 -0.2
0.0 0.0 0.0
0.0 0.0 0.0
0.1 -0.1 0.0
0.0 0.1 0.0
0.0 0.0 0.0
0.0 0.0 0.0
0.0 -0.1 0.0
0.0 0.0 0.0
0.0 -0.1 0.0
-0.1 0.0 0.0
0.1 0.0 0.0
0.0 0.0 0.0
0.1 0.1 0.0
0.0 0.0 -0.1
0.0 -0.1 0.0
0.0 0.0 0.0
0.1 0.0 0.0
-0.1 0.0 -0.1
0.1 0.0 0.2
0.1 0.0 0.0
0.1 -0.1 0.0
0.0 0.2 0.1
0.2 -0.2 0.1
-0.3 0.0 -0.1
0.0 -0.1 0.1
-0.1 -0.1 0.0
0.0 0.0 0.0
0.0 0.0 0.0
0.0 0.0 0.0
0.0 0.0 0.0
0.0 -0.1 0.0
-0.1 0.0 0.0
0.1 -0.1 0.0
0.0 0.0 0.0
0.0 0.0 0.0
-0.1 0.0 0.0
-0.1 0.1 0.0
0.0 0.0 0.0
0.0 0.1 0.0
-0.2 0.1 -0.1
0.0 -0.1 0.1
0.0 0.0 -0.1
0.0 0.0 0.0
0.0 0.0 -0.1
0.1 -0.1 0.1
0.1 0.0 0.0
0.1 0.1 0.1
-0.1 0.2 -0.2
0.0 0.0 0.0
0.1 -0.2 0.1
-0.1 0.0 0.0
-0.1 0.0 0.0
0.0 0.0 0.0
0.0 0.0 0.0
0.1 0.0 0.0
0.0 0.0 0.0
0.0 0.0 0.0

Results
Kohn-Sham gap (spin up / spin down), eV: 5.6 / 6.6
2S+1: 6
Net charge: +1

---

What are the relative energy (zero: lowest compared OMol25 entry of this formula, charge and spin) values for these records? In order: 486.97; 290.76; 28.58 kJ/mol.